(1)
Computed, not measured: an isolated ion of composition C19H39FN5O and charge +1, with the ωB97M-V functional and the def2-TZVPD basis.

The calculated total energy is -32540.0288 eV. For the largest force on an atom, the calculation gives 0.0094 hartree/bohr. The calculation puts the gap between HOMO and LUMO at 7.22 eV.

```
! RIJCOSX wB97M-V def2-TZVPD def2/J DEFGRID3
* xyz 1 1
C 4.83577 -3.50068 2.40171
O 4.73441 -4.06632 1.11938
C 4.71668 -3.10884 0.07640
C 3.95429 -3.67101 -1.12232
C 2.82217 -2.77996 -1.62427
C 3.29195 -1.42072 -2.17087
C 2.34186 -0.27260 -1.84415
C 2.32651 0.11072 -0.35749
C 3.35672 1.18950 0.02597
C 2.74028 2.52856 0.43634
C 1.82043 3.14396 -0.62678
C 0.69354 4.03361 -0.09246
C -0.58768 3.27792 0.25493
C -0.46482 2.43688 1.53952
C -1.72894 2.24318 2.27975
N -1.88046 2.46792 3.58666
N -3.12690 2.22935 3.92046
N -3.69835 1.85459 2.84424
F -4.97720 1.57962 2.78156
N -2.89926 1.82571 1.77803
C -3.25790 1.43843 0.39014
C -4.21786 0.26222 0.25203
C -4.66570 0.15326 -1.21281
C -5.89637 -0.72680 -1.42151
C -5.68162 -2.22278 -1.23936
N -5.34351 -2.56960 0.14926
H 4.89901 -4.31781 3.11562
H 3.95833 -2.88615 2.63852
H 5.73125 -2.87738 2.50404
H 4.25217 -2.18234 0.44102
H 5.74830 -2.85800 -0.19478
H 4.64426 -3.84672 -1.95028
H 3.55604 -4.64117 -0.82562
H 2.31918 -3.31853 -2.43108
H 2.07493 -2.63860 -0.83840
H 4.29045 -1.18985 -1.78748
H 3.38619 -1.49590 -3.25542
H 2.61142 0.60898 -2.43046
H 1.33186 -0.55560 -2.15807
H 2.49234 -0.77910 0.25212
H 1.32227 0.46542 -0.10035
H 3.95984 0.83176 0.86206
H 4.04792 1.35780 -0.80367
H 3.55620 3.23255 0.61469
H 2.23714 2.41069 1.40011
H 2.43991 3.75126 -1.28956
H 1.39249 2.36653 -1.26624
H 1.04948 4.58243 0.78521
H 0.44725 4.78565 -0.84254
H -1.40322 3.99524 0.37906
H -0.82171 2.63347 -0.59446
H 0.19158 2.94741 2.24651
H -0.01224 1.46058 1.34800
H -3.60500 2.33228 -0.12872
H -2.29682 1.16184 -0.04077
H -3.71296 -0.65623 0.54406
H -5.10012 0.36441 0.87332
H -4.91578 1.15827 -1.56582
H -3.84378 -0.22119 -1.82721
H -6.70008 -0.39371 -0.75662
H -6.26374 -0.57109 -2.43842
H -4.86869 -2.55742 -1.88641
H -6.58228 -2.74106 -1.58163
H -4.83197 -3.44120 0.17935
H -6.18943 -2.71366 0.68589
*
```

natural (NBO) atomic charge list, values in e, 2 entries: -0.24, -0.54

=====

(2)
Computed, not measured: an isolated molecule of C5H6O at a distorted geometry, with the ωB97M-V functional and the def2-TZVPD basis.

The calculated total energy is -7326.0809 eV. For the largest force on an atom, the calculation gives 0.0696 hartree/bohr. The calculation puts the gap between HOMO and LUMO at 10.39 eV. The calculation puts the energy relative to the best compared isomer or geometry (same formula, charge and spin) at 3.2036 eV.

```
! RIJCOSX wB97M-V def2-TZVPD def2/J DEFGRID3
* xyz 0 1
C 1.63514 1.25211 -0.04966
C 0.90060 0.14916 -0.14017
C 0.41493 -1.25453 0.09256
C -0.69130 -0.39668 -0.52445
C -1.75232 0.15849 0.33205
O -2.85623 0.42629 -0.06469
H 1.24945 2.18882 -0.49201
H 2.43780 1.31626 0.61097
H 0.96973 -2.01886 -0.68420
H 0.38278 -1.77149 1.11670
H -1.08460 -0.63249 -1.55829
H -1.60597 0.58291 1.36119
*
```

natural (NBO) atomic charge list, values in e, 2 entries: -0.41, 0.08

=====

(3)
Computed, not measured: C17H29FLuNO2P2 as an isolated structure at a distorted geometry, with the ωB97M-V functional and the def2-TZVPD basis.

The calculated total energy is -78596.9843 eV. For the largest force on an atom, the calculation gives 0.0880 hartree/bohr. The calculation puts the gap between HOMO and LUMO at 7.29 eV. The calculation puts the energy relative to the best compared isomer or geometry (same formula, charge and spin) at 0.0000 eV.

```
! RIJCOSX wB97M-V def2-TZVPD def2/J DEFGRID3
* xyz 0 1
C -0.37464 -3.34718 -2.47255
C -0.13548 -2.07859 -1.92984
N -0.10160 -1.93375 -0.55375
C -0.01523 -3.04150 0.23654
C -0.13183 -4.32079 -0.29445
C -0.32582 -4.47801 -1.66574
C 0.02192 -0.89373 -2.77251
P 0.97275 0.51777 -2.20365
Lu 0.13106 0.25565 0.33339
P -0.24827 -1.26382 2.50716
C 0.24428 -2.89574 1.75688
O -2.43391 0.05152 -3.08474
O -2.06332 1.78452 -1.51503
H -0.47982 -3.42185 -3.55478
H -0.06672 -5.16963 0.40558
H -0.45217 -5.47819 -2.08303
C 2.59232 0.07786 -2.90450
C 0.47388 1.90710 -3.27288
H -0.33086 -3.69578 2.27003
H 1.32938 -3.05009 1.96309
H -1.57339 -0.30162 -3.03856
H 0.09257 -1.15211 -3.84251
C 0.79287 -1.27524 4.00362
C -1.88155 -1.70539 3.19030
H -1.89178 1.17598 -0.23483
H -2.81653 2.35798 -1.21601
H -2.35914 1.01949 -2.19113
H -3.11558 -0.60889 -3.01062
H 1.93538 -0.10212 0.67845
H -1.79008 0.68623 0.51743
H 2.58049 0.10968 -4.00452
H 3.31106 0.80814 -2.51767
H 2.89284 -0.92236 -2.56822
H 0.56899 1.66855 -4.34029
H -0.54568 2.24294 -3.05237
H 1.14024 2.74204 -3.02656
H -1.79447 -2.45493 3.99169
H -2.33653 -0.78808 3.58807
H -2.52965 -2.08704 2.39003
H 0.44739 -2.02088 4.73496
H 1.83937 -1.46704 3.73331
H 0.73314 -0.27268 4.44834
F 1.00246 6.15436 2.89387
C 0.83727 4.90781 2.33332
C -0.28403 4.16297 2.67914
C -0.44247 2.89264 2.09013
C 0.48669 2.43822 1.18792
C 1.60598 3.16958 0.86302
C 1.79241 4.43817 1.44120
H -1.01159 4.55262 3.38123
H -1.31275 2.28137 2.36041
H 2.36034 2.77817 0.17128
H 2.65980 5.04568 1.20036
*
```

natural (NBO) atomic charge list, values in e, 2 entries: -0.30, 0.27

=====

(4)
Computed, not measured: C6H19K3O11 as an isolated structure at a distorted geometry, with the ωB97M-V functional and the def2-TZVPD basis.

The calculated total energy is -78021.9825 eV. For the largest force on an atom, the calculation gives 0.0684 hartree/bohr. The calculation puts the gap between HOMO and LUMO at 1.76 eV.

```
! RIJCOSX wB97M-V def2-TZVPD def2/J DEFGRID3
* xyz 0 1
K -1.79105 5.24518 -3.03721
K 3.77251 -4.79182 -0.24794
K 3.12018 2.09104 -7.23183
C -1.26748 -8.26385 4.00323
C -0.12687 -7.36295 3.60952
O 0.84819 -7.99972 3.11760
O -0.25490 -6.12153 3.70563
H -1.40032 -8.15351 5.07946
H -1.13145 -9.29236 3.66891
H -2.21369 -8.02842 3.51602
C 1.64618 0.52858 0.37445
C 2.02213 0.60623 -1.08829
O 1.35016 1.22220 -1.90674
O 2.98903 -0.06685 -1.49907
H 2.48990 0.17218 0.96540
H 1.13746 -0.36823 0.72802
H 1.26135 1.44313 0.82570
C -3.82505 5.22909 3.30084
C -4.87906 4.45595 2.54314
O -4.87789 4.58966 1.28938
O -5.70833 3.80871 3.15216
H -3.83379 5.11388 4.38469
H -3.89252 6.30953 3.17351
H -2.84857 4.80908 3.05966
O -2.96323 -2.93879 0.69107
H -2.30504 -3.49157 1.11230
H -3.75727 -3.07473 1.20803
O -1.37753 -2.03619 -4.88800
H -0.94717 -1.33984 -4.39187
H -2.11033 -2.30718 -4.33500
O 5.12682 -2.35249 -6.85507
H 5.49016 -2.57294 -5.99739
H 5.89292 -2.22168 -7.41382
O 2.96405 6.25244 -3.34854
H 2.81798 5.57958 -2.68359
H 3.62839 5.87792 -3.92702
O 1.62952 6.28315 1.44627
H 1.83289 5.94592 2.31870
H 1.49171 7.22121 1.57769
*
```

natural (NBO) atomic charge list, values in e, 2 entries: 0.99, 0.99